No. 1
Formula: C3H7N3O2
Source: the OMol25 dataset
Level of theory: ωB97M-V/def2-TZVPD

As for the LUMO energy: 0.728 eV. Its HOMO energy is -9.628 eV. For the frontier orbital gap, the calculation gives 0.38060 Ha.

Cartesian coordinates (Å):
N 1.808673 -0.068798 1.401004
C 2.353318 0.085377 0.036673
O 3.603064 0.112641 -0.286087
N 1.337049 -0.047161 -0.925081
N 0.017766 0.081501 -0.457180
C -1.107725 0.078319 -0.994837
C -2.451851 0.253628 -0.111740
O -2.161703 -0.021688 1.171694
H 0.905151 -0.659826 1.360611
H 2.508538 -0.489805 2.029770
H 1.713442 -0.303603 -1.938571
H -1.229879 0.293808 -2.151722
H -3.185999 -0.547792 -0.605729
H -2.783717 1.234478 -0.226720
H -1.326127 -0.001081 1.697915

Atoms 1-2, force components in eV/Å:
N 0.05 -1.06 -1.83
C 2.64 -1.93 0.71



No. 2
Formula: C3H7N3O2
Source: the OMol25 dataset
Level of theory: ωB97M-V/def2-TZVPD

As for the LUMO energy: 0.554 eV. Its HOMO energy is -9.615 eV. For the frontier orbital gap, the calculation gives 0.37371 Ha.

Cartesian coordinates (Å):
N 2.646434 -0.510412 -0.126315
C 1.449992 -0.101341 0.369278
O 1.322667 0.474327 1.422830
C 0.231810 -0.498351 -0.493355
N -0.950078 -0.699917 0.299613
C -2.035215 0.129967 0.202869
N -1.769478 1.452518 -0.099330
O -3.166905 -0.242877 0.467675
H 3.465207 -0.375446 0.445117
H 2.787038 -0.782089 -1.082024
H 0.488978 -1.386420 -1.072825
H 0.143093 0.330966 -1.200671
H -1.144398 -1.662623 0.517431
H -0.892710 1.861188 0.209986
H -2.576442 2.010505 0.139728

Atoms 1-2, force components in eV/Å:
N 0.44 0.04 0.14
C -0.45 -0.59 -0.13



No. 3
Formula: C3H7N3O2
Source: the OMol25 dataset
Level of theory: ωB97M-V/def2-TZVPD

As for the LUMO energy: 0.613 eV. Its HOMO energy is -9.134 eV. For the frontier orbital gap, the calculation gives 0.35817 Ha.

Cartesian coordinates (Å):
C 1.713137 0.488509 -1.803459
N 0.763317 0.084651 -0.788039
N -0.648890 -0.131611 -1.217878
C -1.377651 -0.869482 -0.408840
O -1.049582 -1.359750 0.764327
N -0.193078 -0.414741 1.699688
C -1.185212 0.418723 2.385476
O -2.368751 0.340556 2.311232
H 1.195518 0.231630 -2.810939
H 1.901748 1.715752 -1.593363
H 2.684295 -0.075482 -1.536386
H 1.130695 -0.686294 -0.293806
H -2.380756 -0.730545 -0.654943
H 0.394147 -0.018032 0.904653
H -0.578937 1.006114 3.042276

Atoms 1-2, force components in eV/Å:
C 0.06 2.15 0.11
N -2.52 -0.03 0.06



No. 4
Formula: C3H7N3O2
Source: the OMol25 dataset
Level of theory: ωB97M-V/def2-TZVPD

As for the LUMO energy: 0.932 eV. Its HOMO energy is -8.713 eV. For the frontier orbital gap, the calculation gives 0.35444 Ha.

Cartesian coordinates (Å):
N -3.377128 -0.378190 -0.158056
C -1.955781 -0.475296 0.133619
N -1.392976 0.632701 -0.123825
N -0.031734 0.787027 0.034474
C 1.007246 -0.027875 0.010868
O 1.014717 -1.298134 -0.099723
C 2.436477 0.430316 -0.007971
O 3.300630 -0.490146 -0.176254
H -3.835738 0.509317 -0.390149
H -3.904133 -1.275469 -0.087547
H -1.391920 -1.406245 0.634700
H 0.156355 1.764892 0.053841
H 2.422209 1.125764 -0.879874
H 2.764637 1.315393 0.816868
H 2.787146 -1.214051 0.239022

Atoms 1-2, force components in eV/Å:
N 1.45 -2.93 1.14
C -1.71 -0.08 0.20



No. 5
Formula: C3H7N3OS
Source: the OMol25 dataset
Level of theory: ωB97M-V/def2-TZVPD

As for the LUMO energy: 0.565 eV. Its HOMO energy is -8.903 eV. For the frontier orbital gap, the calculation gives 0.34796 Ha.

Cartesian coordinates (Å):
C -0.743834 0.087886 -1.550758
N 0.125185 -0.083240 -0.439149
C -0.324213 0.018704 0.772408
N 0.553542 -0.028696 1.769427
N -1.559667 0.330140 1.245530
H -0.204846 0.369267 -2.397654
H -1.239832 -0.880433 -2.047623
H -1.627477 0.797930 -1.346022
H 1.551613 -0.337700 1.614509
H 0.297045 0.108493 2.717106
H -1.433147 0.490389 2.205956
H -2.359421 0.598759 0.737858
O 2.551528 -0.987365 0.038992
C 2.060103 -0.572022 -0.951415
S 2.353419 0.087889 -2.369165

Atoms 1-2, force components in eV/Å:
C -3.53 -1.53 -0.18
N -0.70 -0.68 -0.11



No. 6
Formula: C3H7N3OS
Source: the OMol25 dataset
Level of theory: ωB97M-V/def2-TZVPD

As for the LUMO energy: -0.149 eV. Its HOMO energy is -8.918 eV. For the frontier orbital gap, the calculation gives 0.32225 Ha.

Cartesian coordinates (Å):
C 2.604523 0.077570 0.327804
N 1.175014 0.111856 0.042048
N 0.706301 -1.105157 -0.364901
C -0.552567 -1.328257 -0.413270
C -1.682870 -0.416536 -0.119677
S -3.205644 -0.986116 0.291291
N -1.436973 0.898278 -0.225155
O -2.443772 1.815139 -0.131314
H 2.823253 -0.625008 1.163184
H 2.933869 1.103220 0.591029
H 3.139780 -0.255864 -0.565367
H 0.610577 0.524502 0.793116
H -0.854161 -2.336272 -0.757704
H -0.587385 1.270648 -0.680629
H -3.229940 1.251990 0.049546

Atoms 1-2, force components in eV/Å:
C 0.15 0.06 0.58
N -0.18 0.13 0.08



No. 7
Formula: C3H7N3OS
Source: the OMol25 dataset
Level of theory: ωB97M-V/def2-TZVPD

As for the LUMO energy: 0.640 eV. Its HOMO energy is -9.521 eV. For the frontier orbital gap, the calculation gives 0.37341 Ha.

Cartesian coordinates (Å):
H -0.376504 3.247998 0.012787
N -0.219986 2.168334 -0.092405
C -1.239037 1.293860 0.046557
N -1.136173 -0.052693 0.197470
S -2.308064 -1.054932 -0.415047
C 0.189687 -0.688685 0.204170
C 1.359504 0.128610 -0.172736
O 2.474371 -0.667764 -0.378778
N 0.256242 -1.941786 0.359124
H 1.155689 -2.362913 0.368412
H -2.303741 1.594842 0.092160
H -2.864805 -1.559376 0.777676
H 1.065911 0.880377 -0.858057
H 1.649768 0.704220 0.685145
H 2.297132 -1.690091 -0.826479

Atoms 1-2, force components in eV/Å:
H -0.71 -3.03 -0.43
N -2.85 -0.71 1.15



No. 8
Formula: C3H7N3OS
Source: the OMol25 dataset
Level of theory: ωB97M-V/def2-TZVPD

As for the LUMO energy: 0.543 eV. Its HOMO energy is -8.658 eV. For the frontier orbital gap, the calculation gives 0.33814 Ha.

Cartesian coordinates (Å):
H -1.534090 -2.650491 -0.213875
N -1.714190 -1.664041 -0.153122
C -0.653811 -0.974077 0.061239
N 0.621260 -1.445837 0.338414
S 1.997764 -0.677168 -0.399892
C 1.586288 0.936967 0.303974
C 0.215170 1.359158 -0.189929
N -0.803610 0.408495 0.206700
O -2.043024 0.857255 -0.259784
H 0.706673 -2.491766 0.323977
H 2.359799 1.657167 -0.045104
H 1.642898 0.881090 1.393697
H 0.218738 1.478690 -1.264584
H -0.059246 2.309257 0.243016
H -2.540614 0.015307 -0.344734

Atoms 1-2, force components in eV/Å:
H 0.05 -0.34 0.00
N 0.28 0.56 0.05



No. 9
Formula: C3H7N3OS
Source: the OMol25 dataset
Level of theory: ωB97M-V/def2-TZVPD

As for the LUMO energy: 0.462 eV. Its HOMO energy is -9.243 eV. For the frontier orbital gap, the calculation gives 0.35664 Ha.

Cartesian coordinates (Å):
H 2.828519 -0.690409 -1.009476
N 3.134429 0.248324 -0.682760
C 2.376556 0.792857 0.273554
N 1.267670 0.222434 0.944245
S 0.517777 -1.113241 0.167952
C -0.735862 -0.251920 -0.898133
C -1.368468 1.018154 -0.309523
N -2.646042 1.019107 0.103524
O -2.800417 -0.514784 0.195815
H 2.451994 1.905274 0.640547
H 1.039679 0.438340 1.993839
H -0.117084 0.188737 -1.710305
H -1.415893 -1.032004 -1.078673
H -0.986154 2.019297 -0.592575
H -3.607907 -0.682716 0.552439

Atoms 1-2, force components in eV/Å:
H -0.01 0.71 0.86
N -2.49 2.15 2.48



No. 10
Formula: C3H7N3S
Source: the OMol25 dataset
Level of theory: ωB97M-V/def2-TZVPD

As for the LUMO energy: 0.719 eV. Its HOMO energy is -8.603 eV. For the frontier orbital gap, the calculation gives 0.34256 Ha.

Cartesian coordinates (Å):
N 2.621153 -0.203955 0.135966
N 1.676026 0.767669 -0.136900
C 0.335485 0.529279 -0.048846
N -0.540992 1.457365 0.052022
C -1.901312 0.871216 -0.047381
C -1.906649 -0.657092 0.152900
S -0.165191 -1.193663 -0.110996
H 2.583608 -0.898144 -0.588753
H 2.432313 -0.689244 1.034986
H 1.864647 1.742703 0.107463
H -2.397505 1.131188 -1.000568
H -2.465578 1.305003 0.784733
H -2.691756 -1.152885 -0.447935
H -2.141133 -0.947995 1.188356

Atoms 1-2, force components in eV/Å:
N 0.29 -0.49 1.18
N -0.76 1.13 0.06